1.
Molecular formula: C54H42Cl3GeNaP3S3SbSi
Method: DFT, ωB97M-V with the def2-TZVPD basis set

XYZ file:
```
109
Properties=species:S:1:pos:R:3
Na -0.01 2.82 -1.15
C 3.27 2.04 4.45
C 2.34 3.00 4.08
C 1.40 2.72 3.10
C 1.37 1.47 2.48
C 2.34 0.53 2.83
C 3.28 0.81 3.81
P 0.13 1.15 1.15
C -1.34 1.92 1.96
C -2.10 2.77 1.16
C -3.15 3.52 1.68
C -3.47 3.41 3.03
C -2.73 2.56 3.84
C -1.67 1.84 3.31
C -0.04 -0.69 1.35
C -0.18 -1.24 2.63
C -0.12 -2.60 2.85
C 0.12 -3.45 1.77
C 0.22 -2.92 0.50
C 0.13 -1.54 0.25
Si -0.02 -1.19 -1.64
C -1.59 -2.27 -1.96
C -1.52 -3.59 -2.43
C -2.64 -4.34 -2.75
C -3.90 -3.80 -2.56
C -4.01 -2.54 -1.99
C -2.88 -1.79 -1.67
P -3.11 -0.29 -0.61
C -3.90 -1.10 0.85
C -4.66 -0.34 1.74
C -5.09 -0.88 2.94
C -4.76 -2.18 3.30
C -3.98 -2.94 2.43
C -3.56 -2.41 1.22
C -4.53 0.51 -1.46
C -5.87 0.35 -1.14
C -6.85 1.01 -1.86
C -6.50 1.85 -2.91
C -5.16 2.03 -3.23
C -4.18 1.36 -2.51
C 1.50 -1.98 -2.50
C 1.39 -2.85 -3.59
C 2.49 -3.27 -4.32
C 3.76 -2.82 -3.98
C 3.89 -1.93 -2.92
C 2.79 -1.51 -2.19
P 3.01 -0.31 -0.81
C 4.11 0.91 -1.62
C 3.46 1.95 -2.28
C 4.18 2.94 -2.93
C 5.56 2.92 -2.92
C 6.23 1.88 -2.28
C 5.51 0.88 -1.63
C 4.17 -1.26 0.26
C 4.08 -2.65 0.35
C 4.87 -3.36 1.25
C 5.76 -2.69 2.08
C 5.83 -1.31 2.02
C 5.03 -0.60 1.13
H 4.00 2.25 5.23
H 2.34 3.98 4.54
H 0.71 3.49 2.80
H 2.36 -0.44 2.34
H 4.02 0.06 4.07
H -1.88 2.89 0.11
H -3.70 4.19 1.03
H -4.29 3.98 3.45
H -2.96 2.48 4.90
H -1.07 1.24 3.99
H -0.30 -0.58 3.48
H -0.22 -3.00 3.85
H 0.21 -4.52 1.92
H 0.38 -3.59 -0.34
H -0.55 -4.06 -2.55
H -2.52 -5.34 -3.14
H -4.79 -4.36 -2.81
H -4.99 -2.14 -1.77
H -4.90 0.68 1.50
H -5.68 -0.27 3.62
H -5.09 -2.59 4.24
H -3.69 -3.95 2.70
H -2.95 -3.01 0.56
H -6.17 -0.31 -0.33
H -7.90 0.87 -1.61
H -7.27 2.38 -3.47
H -4.86 2.70 -4.03
H -3.14 1.50 -2.76
H 0.41 -3.17 -3.93
H 2.35 -3.94 -5.16
H 4.63 -3.13 -4.54
H 4.88 -1.55 -2.67
H 2.38 1.95 -2.32
H 3.65 3.75 -3.42
H 6.13 3.70 -3.40
H 7.31 1.84 -2.27
H 6.04 0.09 -1.13
H 3.39 -3.19 -0.29
H 4.78 -4.44 1.31
H 6.38 -3.24 2.77
H 6.50 -0.77 2.68
H 5.07 0.48 1.13
S -2.09 3.83 -5.93
Sb -0.63 3.73 -4.19
S -1.68 4.58 -2.33
S -0.25 0.62 -2.60
Cl 3.14 7.20 -0.03
Ge 1.04 6.28 0.21
Cl 0.99 6.32 2.53
Cl 1.77 4.03 0.08
```

The HOMO-LUMO gap is 6.5 eV. As for the lowest unoccupied orbital energy: 3.69 eV. The charge is -2. For the energy relative to the best compared isomer or geometry (same formula, charge and spin), the calculation gives 0.0000 eV. For the HOMO energy, the calculation gives -2.8 eV. For the maximum force, the calculation gives 0.7 eV/Å.


2.
Molecular formula: C13H19ClN4O4
Method: DFT, ωB97M-V with the def2-TZVPD basis set

XYZ file:
```
41
Properties=species:S:1:pos:R:3
C 2.62 -1.13 -1.03
N 1.37 -0.82 -0.34
C 0.93 0.38 0.07
O -0.16 0.45 0.62
C 1.77 1.65 -0.13
N 0.92 2.70 -0.73
C 1.20 3.51 -1.75
C 2.49 3.34 -2.52
O 0.41 4.39 -2.07
C 2.34 2.12 1.23
C 3.24 1.05 1.87
C 3.19 3.39 1.10
H 2.70 -2.21 -1.16
H 2.63 -0.66 -2.01
H 3.48 -0.79 -0.44
H 0.73 -1.58 -0.15
H 2.60 1.42 -0.79
H 0.01 2.83 -0.31
H 3.33 3.51 -1.86
H 2.51 4.08 -3.33
H 2.52 2.34 -2.95
H 1.52 2.33 1.91
H 2.67 0.15 2.10
H 3.64 1.43 2.82
H 4.07 0.81 1.22
H 2.58 4.21 0.70
H 4.04 3.22 0.44
H 3.55 3.69 2.08
O -5.84 -1.46 -1.24
C -6.11 -2.52 -0.71
O -7.32 -3.11 -0.85
C -5.08 -3.21 0.12
C -5.28 -4.58 0.41
N -4.42 -5.30 1.16
C -3.36 -4.62 1.64
C -3.14 -3.25 1.37
Cl -1.75 -2.44 2.04
N -3.99 -2.56 0.60
H -7.84 -2.50 -1.40
H -6.15 -5.09 0.01
H -2.64 -5.14 2.27
```

As for the structure (SMILES): CNC(=O)[C@@H](NC(C)=O)C(C)C.O=C(O)c1cncc(Cl)n1. The HOMO-LUMO gap is 8.8 eV. As for the lowest unoccupied orbital energy: -0.64 eV. The charge is 0. For the energy relative to the best compared isomer or geometry (same formula, charge and spin), the calculation gives 0.0000 eV. For the HOMO energy, the calculation gives -9.4 eV. For the maximum force, the calculation gives 3.0 eV/Å.


3.
Molecular formula: C32H54BrGe2NO3SiTa
Method: DFT, ωB97M-V with the def2-TZVPD basis set

XYZ file:
```
95
Properties=species:S:1:pos:R:3
Ta 2.38 -0.89 0.35
C 0.10 0.79 5.02
C 0.81 1.10 3.64
Ge 0.47 -0.09 2.17
C 3.19 -1.44 1.97
C 3.27 -2.10 3.23
C -0.66 -1.47 2.67
C -0.47 -2.64 1.97
Ge 0.40 -2.76 0.19
C -1.05 -2.37 -1.00
C -2.16 -1.65 -0.25
C 1.54 -4.31 -0.11
C 0.93 -5.66 -0.37
C -1.00 -3.93 2.34
C -0.98 -4.51 3.60
C -1.64 -5.70 3.78
C -2.45 -6.24 2.78
C -2.45 -5.67 1.53
C -1.69 -4.55 1.29
H 0.87 0.61 5.79
H -0.54 -0.07 4.99
H -0.43 1.71 5.28
H 1.90 1.06 3.75
H 0.62 2.13 3.31
H 3.50 -0.32 1.95
H 3.94 -1.90 1.23
H 2.80 -1.47 4.00
H 4.30 -2.25 3.51
H 2.78 -3.06 3.17
H -1.33 -1.42 3.51
H -1.45 -3.31 -1.40
H -0.74 -1.86 -1.92
H -2.57 -2.27 0.51
H -2.97 -1.45 -0.97
H -1.77 -0.72 0.19
H 2.15 -4.34 0.79
H 2.18 -4.02 -0.96
H 0.40 -6.10 0.48
H 1.72 -6.33 -0.71
H 0.27 -5.65 -1.25
H -0.52 -3.98 4.38
H -1.49 -6.21 4.72
H -3.00 -7.15 2.99
H -3.09 -6.10 0.75
H -1.68 -4.18 0.27
Br 1.62 -1.48 -7.15
C 1.62 -0.39 -5.66
C 1.10 0.91 -5.84
N 0.85 1.82 -4.89
C 1.05 1.38 -3.66
C 1.56 0.09 -3.40
C 1.96 -0.83 -4.39
C 1.58 -0.33 -2.04
O 1.80 -1.59 -1.71
O 1.38 0.43 -1.04
H 0.84 1.27 -6.83
H 0.74 2.04 -2.87
H 2.32 -1.83 -4.15
C 5.04 0.77 -1.47
O 4.25 -0.29 -1.15
H 5.22 1.34 -0.56
H 4.55 1.34 -2.26
H 6.00 0.37 -1.81
H 4.14 -0.98 -1.87
C -1.88 1.76 0.56
Si -1.65 3.17 -0.56
C -2.94 3.62 -1.75
C -3.58 4.77 -0.98
C -3.91 2.43 -1.87
C -2.41 4.11 -3.07
C -0.32 4.32 -0.07
C -0.93 4.84 1.29
C 0.88 3.48 0.36
C 0.10 5.45 -0.99
H -1.53 2.06 1.55
H -1.20 1.02 0.08
H -2.88 1.32 0.64
H -4.41 5.15 -1.59
H -2.93 5.64 -0.84
H -4.03 4.48 0.01
H -4.34 2.19 -0.88
H -3.41 1.57 -2.32
H -4.79 2.73 -2.46
H -1.65 4.84 -2.98
H -3.24 4.59 -3.61
H -2.06 3.27 -3.68
H -1.37 4.01 1.88
H -1.71 5.59 1.19
H -0.13 5.24 1.94
H 0.63 2.56 0.93
H 1.51 4.12 1.00
H 1.51 3.17 -0.50
H -0.73 6.10 -1.28
H 0.52 5.05 -1.92
H 0.87 6.04 -0.50
```

The HOMO-LUMO gap is 5.7 eV. As for the lowest unoccupied orbital energy: -9.98 eV. The charge is +3. For the energy relative to the best compared isomer or geometry (same formula, charge and spin), the calculation gives 1.9142 eV. For the HOMO energy, the calculation gives -15.7 eV. For the maximum force, the calculation gives 6.0 eV/Å.


4.
Molecular formula: C4H10N2S
Method: DFT, ωB97M-V with the def2-TZVPD basis set

XYZ file:
```
17
Properties=species:S:1:pos:R:3
C -2.58 -0.96 -0.16
C -3.54 -0.26 -0.09
C 0.10 1.68 -0.58
C 0.40 0.61 0.48
N 0.31 -2.02 0.31
N 2.66 -0.77 0.01
S 1.06 -0.90 -0.49
H -1.64 -1.36 -0.28
H 3.00 -1.37 0.64
H -4.36 0.32 0.00
H -0.41 1.31 -1.44
H -0.40 2.59 -0.24
H 0.97 2.10 -1.04
H -0.55 0.35 0.97
H 1.27 0.84 1.16
H 0.06 -2.74 -0.43
H 3.39 -0.53 -0.80
```

The HOMO-LUMO gap is 9.6 eV. As for the lowest unoccupied orbital energy: 0.60 eV. The charge is 0. For the energy relative to the best compared isomer or geometry (same formula, charge and spin), the calculation gives 4.7398 eV. For the HOMO energy, the calculation gives -9.0 eV. For the maximum force, the calculation gives 6.5 eV/Å.


5.
Molecular formula: C6H29O8
Method: DFT, ωB97M-V with the def2-TZVPD basis set

XYZ file:
```
43
Properties=species:S:1:pos:R:3
O 1.14 -0.47 0.46
H 1.12 -1.37 0.89
H 0.18 -0.24 0.16
H 1.63 0.25 0.95
O 1.54 -2.84 -1.27
H 1.87 -3.61 -1.76
H 2.31 -2.26 -1.19
O 3.50 1.18 -0.97
H 3.59 1.78 -0.23
H 4.27 1.36 -1.52
O 2.03 1.42 2.10
H 1.65 1.55 2.97
H 2.85 1.94 2.10
O -1.20 0.24 -0.51
H -1.75 -0.15 -1.20
H -1.83 0.57 0.16
O 1.65 -2.06 2.59
H 1.13 -2.26 3.38
H 2.57 -2.14 2.88
C -3.16 2.05 3.78
C -2.18 1.08 3.09
C -1.97 -0.18 3.90
O -2.78 0.76 1.82
H -4.14 1.56 3.84
H -3.34 2.92 3.15
H -2.89 2.41 4.77
H -1.22 1.56 2.90
H -1.11 -0.70 3.47
H -2.86 -0.81 3.92
H -1.62 0.03 4.91
H -3.73 0.70 1.97
C -0.63 0.04 -5.27
C 0.45 -0.76 -4.57
C 0.99 0.06 -3.40
O -0.19 -1.93 -4.05
H -1.29 -0.59 -5.88
H -0.30 0.75 -6.03
H -1.22 0.57 -4.52
H 1.21 -0.98 -5.33
H 1.46 1.00 -3.67
H 1.77 -0.47 -2.83
H 0.18 0.20 -2.68
H 0.32 -2.16 -3.26
```

The HOMO-LUMO gap is 9.1 eV. As for the lowest unoccupied orbital energy: -3.06 eV. The charge is +1. For the energy relative to the best compared isomer or geometry (same formula, charge and spin), the calculation gives 0.5993 eV. For the HOMO energy, the calculation gives -12.2 eV. For the maximum force, the calculation gives 1.6 eV/Å.


6.
Molecular formula: CH4NO3
Method: DFT, ωB97M-V with the def2-TZVPD basis set

XYZ file:
```
9
Properties=species:S:1:pos:R:3
C -1.10 0.21 -0.13
N -0.05 -0.66 -0.78
O 0.42 -1.57 0.01
O 1.97 0.34 0.55
O 1.41 0.78 -0.65
H -1.55 1.10 -0.72
H -1.97 -0.28 0.25
H -0.66 0.57 0.82
H 1.52 -0.47 0.65
```

The HOMO-LUMO gap (alpha / beta) is 7.3 / 7.3 eV. As for the lowest unoccupied orbital energy (alpha / beta): 4.56 / 4.56 eV. The charge is -1. For the energy relative to the best compared isomer or geometry (same formula, charge and spin), the calculation gives 7.9863 eV. For the HOMO energy (alpha / beta), the calculation gives -2.8 / -2.8 eV. For the maximum force, the calculation gives 3.5 eV/Å.


7.
Molecular formula: C5H8
Method: DFT, ωB97M-V with the def2-TZVPD basis set

XYZ file:
```
13
Properties=species:S:1:pos:R:3
C -0.17 0.58 -0.95
C 0.22 1.08 0.46
C 0.89 -1.02 1.12
C -0.27 -1.24 0.63
C -0.60 -0.91 -0.80
H 0.70 0.62 -1.61
H -1.00 1.17 -1.36
H 1.16 1.64 0.31
H -0.96 0.43 1.08
H 0.30 1.22 1.55
H 1.50 -0.99 2.01
H -0.09 -1.56 -1.52
H -1.69 -1.00 -0.92
```

The HOMO-LUMO gap (alpha / beta) is 7.3 / 6.8 eV. As for the lowest unoccupied orbital energy (alpha / beta): -0.33 / -0.24 eV. The charge is 0. For the energy relative to the best compared isomer or geometry (same formula, charge and spin), the calculation gives 9.6223 eV. For the HOMO energy (alpha / beta), the calculation gives -7.6 / -7.1 eV. For the maximum force, the calculation gives 2.8 eV/Å.


8.
Molecular formula: C2H9OS
Method: DFT, ωB97M-V with the def2-TZVPD basis set

XYZ file:
```
13
Properties=species:S:1:pos:R:3
O 2.83 -0.13 0.00
H 3.50 -0.20 0.65
H 3.28 -0.07 -0.84
H 0.98 0.29 -0.70
C -1.67 -1.17 -0.74
S -0.31 -0.02 -0.37
C -0.69 1.19 0.95
H -2.45 -0.69 -1.33
H -1.17 -1.95 -1.31
H -2.14 -1.61 0.13
H -1.70 1.04 1.31
H -0.56 2.19 0.54
H 0.08 1.12 1.71
```

The HOMO-LUMO gap is 10.2 eV. As for the lowest unoccupied orbital energy: -4.68 eV. The charge is +1. For the energy relative to the best compared isomer or geometry (same formula, charge and spin), the calculation gives 1.7341 eV. For the HOMO energy, the calculation gives -14.9 eV. For the maximum force, the calculation gives 2.6 eV/Å.


9.
Molecular formula: C29H36Cl2N4O2P2Zn
Method: DFT, ωB97M-V with the def2-TZVPD basis set

XYZ file:
```
76
Properties=species:S:1:pos:R:3
Zn 0.10 0.14 3.14
C -1.98 2.01 -4.80
C -2.06 0.75 -4.35
C -1.30 -0.42 -4.91
C 0.14 -0.14 -5.41
C 0.96 0.73 -4.48
C 1.03 2.06 -4.52
C 0.31 2.93 -5.52
C -1.11 2.50 -5.93
C 1.52 1.22 4.07
H -2.62 2.79 -4.37
H -2.80 0.50 -3.60
H -1.87 -0.87 -5.73
H -1.23 -1.18 -4.12
H 0.65 -1.12 -5.45
H 0.11 0.25 -6.43
H 1.57 0.16 -3.77
H 1.71 2.59 -3.85
H 0.91 3.02 -6.44
H 0.24 3.94 -5.10
H -1.60 3.42 -6.31
H -1.08 1.79 -6.77
H 0.95 1.62 4.93
H 1.98 2.05 3.55
H 2.28 0.51 4.41
P 1.70 -0.31 1.31
P -1.33 -0.71 1.39
N 2.71 0.98 0.73
N 2.88 -1.53 1.76
N -2.07 0.59 0.50
N -2.79 -1.61 1.66
C 0.96 -0.98 -0.22
C -0.45 -1.59 0.04
C 2.56 2.32 1.14
C 3.55 3.08 0.56
C 4.29 2.22 -0.33
C 3.76 0.94 -0.20
C 3.75 -1.41 2.85
C 4.41 -2.62 3.03
C 3.94 -3.52 2.02
C 3.01 -2.84 1.27
C -2.16 1.89 1.00
C -2.55 2.72 -0.03
C -2.71 1.92 -1.20
C -2.45 0.61 -0.84
C -3.84 -1.87 0.76
C -4.76 -2.70 1.39
C -4.28 -2.96 2.72
C -3.07 -2.29 2.85
H 1.63 -1.73 -0.65
H 0.91 -0.16 -0.96
H -1.05 -1.59 -0.89
H -0.35 -2.65 0.37
H 1.75 2.60 1.79
H 3.74 4.13 0.75
H 5.09 2.52 -0.98
H 4.01 0.01 -0.69
H 3.80 -0.50 3.42
H 5.15 -2.84 3.80
H 4.25 -4.54 1.87
H 2.42 -3.16 0.42
H -1.96 2.08 2.04
H -2.71 3.79 0.02
H -2.97 2.25 -2.20
H -2.50 -0.30 -1.42
H -3.84 -1.44 -0.22
H -5.67 -3.07 0.95
H -4.75 -3.57 3.47
H -2.40 -2.20 3.69
Cl -0.91 -0.52 7.86
C -1.11 -1.84 6.68
Cl -2.84 -2.20 6.37
C -0.45 -1.43 5.34
O 0.41 -2.19 4.87
O -0.89 -0.32 4.85
H -0.63 -2.74 7.07
```

The HOMO-LUMO gap is 7.5 eV. As for the lowest unoccupied orbital energy: -0.50 eV. The charge is 0. For the energy relative to the best compared isomer or geometry (same formula, charge and spin), the calculation gives 0.0000 eV. For the HOMO energy, the calculation gives -8.0 eV. For the maximum force, the calculation gives 3.3 eV/Å.


10.
Molecular formula: C7H14
Method: DFT, ωB97M-V with the def2-TZVPD basis set

XYZ file:
```
21
Properties=species:S:1:pos:R:3
C 0.75 1.36 -0.54
C -0.29 0.26 -0.80
C 0.10 -1.00 -1.51
C 1.55 -1.24 -1.63
C -0.99 -0.27 0.50
C 0.00 -0.89 1.49
C -1.81 0.83 1.17
H 0.28 2.25 -0.10
H 1.22 1.68 -1.48
H 1.55 1.04 0.14
H -1.11 0.69 -1.39
H -1.68 -1.06 0.17
H 1.74 -0.80 -2.64
H 1.80 -2.30 -1.73
H 2.25 -0.74 -0.94
H -0.54 -1.30 2.35
H 0.70 -0.14 1.87
H 0.58 -1.70 1.04
H -2.54 1.27 0.48
H -2.37 0.41 2.02
H -1.18 1.63 1.56
```

The HOMO-LUMO gap is 8.5 eV. As for the lowest unoccupied orbital energy: 0.50 eV. The charge is 0. For the energy relative to the best compared isomer or geometry (same formula, charge and spin), the calculation gives 3.6141 eV. For the HOMO energy, the calculation gives -8.0 eV. For the maximum force, the calculation gives 0.4 eV/Å.


11.
Molecular formula: C2H2InO6
Method: DFT, ωB97M-V with the def2-TZVPD basis set

XYZ file:
```
11
Properties=species:S:1:pos:R:3
In 0.23 -1.52 -1.42
O -5.53 -3.52 1.41
C -4.29 -3.50 0.96
O -4.02 -3.30 -0.25
O -3.29 -3.63 1.67
H -5.35 -3.69 2.34
O 5.30 3.96 -1.50
C 4.17 3.55 -0.88
O 3.64 2.43 -1.08
O 3.68 4.38 -0.09
H 5.47 4.84 -1.15
```

The HOMO-LUMO gap is 1.4 eV. As for the lowest unoccupied orbital energy: -10.09 eV. The charge is +1. For the energy relative to the best compared isomer or geometry (same formula, charge and spin), the calculation gives 1.5769 eV. For the HOMO energy, the calculation gives -11.5 eV. For the maximum force, the calculation gives 2.1 eV/Å.


12.
Molecular formula: C2H5BrS
Method: DFT, ωB97M-V with the def2-TZVPD basis set

XYZ file:
```
9
Properties=species:S:1:pos:R:3
C 0.20 0.10 -0.76
C 0.37 0.02 0.67
S 3.04 -1.23 0.58
Br 4.32 0.32 -0.21
H 1.09 0.45 -1.29
H -0.20 -0.90 -0.94
H -0.60 0.79 -1.10
H -0.03 -0.86 1.26
H 0.44 1.06 1.08
```

The HOMO-LUMO gap (alpha / beta) is 6.4 / 6.4 eV. As for the lowest unoccupied orbital energy (alpha / beta): -1.84 / -1.84 eV. The charge is 0. For the energy relative to the best compared isomer or geometry (same formula, charge and spin), the calculation gives 2.9171 eV. For the HOMO energy (alpha / beta), the calculation gives -8.3 / -8.3 eV. For the maximum force, the calculation gives 2.0 eV/Å.


Question: The lowest maximum force belongs to which entry?
Answer: C7H14